No. 1
Here is a cluster of 2 separate species, CH5N4O4 in total from the OMol25 dataset. Energies are from the ωB97M-V functional and the def2-TZVPD basis.

Geometry (Å):
1 C 1.95 -0.71 0.48
2 N -0.18 1.97 0.09
3 N -1.99 1.15 -0.95
4 N -0.97 1.02 -0.04
5 N -1.16 -0.97 0.60
6 O -2.12 -1.19 -0.15
7 O 0.76 2.04 0.87
8 O 1.14 -1.81 0.59
9 O -0.02 -1.64 -0.10
10 H 2.88 -0.97 0.94
11 H 1.58 0.08 0.97
12 H 1.99 -0.36 -0.57
13 H -1.49 1.21 -1.88
14 H -2.36 0.18 -0.85

Summary:
Multiplicity   1
Energy above the lowest of the compared OMol25 structures with the same formula, charge and spin   0.000 eV
HOMO-LUMO gap (alpha / beta)   7.09 / 7.09 eV
Charge   -1
HOMO level (alpha / beta)   -2.96 / -2.95 eV

And the natural (NBO) charges, in e, turn out to be: number 1, C, carries -0.272; number 2, N, carries 0.087; number 3, N, carries -0.651; number 4, N, carries -0.161; number 5, N, carries 0.316; number 6, O, carries -0.472; number 7, O, carries -0.568; number 8, O, carries -0.273; number 9, O, carries -0.230; number 10, H, carries 0.166; number 11, H, carries 0.212; number 12, H, carries 0.159; number 13, H, carries 0.318; number 14, H, carries 0.370

No. 2
Here is the molecule CH5N7 from the OMol25 dataset. Energies are from the ωB97M-V functional and the def2-TZVPD basis.

Geometry (Å):
1 C -1.20 0.67 0.44
2 N 0.55 1.86 0.08
3 N 0.76 1.12 1.22
4 N -0.65 1.64 -0.33
5 N -0.37 0.47 1.60
6 N -1.12 -0.93 -0.30
7 N 0.05 -1.07 -0.72
8 N 0.47 -2.32 -0.98
9 H -2.27 0.82 0.51
10 H 1.27 1.93 -0.57
11 H 1.61 1.14 1.68
12 H -0.37 -2.91 -0.90
13 H 1.28 -2.40 -1.72

Summary:
Multiplicity   1
Energy above the lowest of the compared OMol25 structures with the same formula, charge and spin   2.900 eV
HOMO-LUMO gap (alpha / beta)   7.63 / 7.36 eV
HOMO level (alpha / beta)   -7.21 / -7.18 eV

And the natural (NBO) charges, in e, turn out to be: number 1, C, carries 0.146; number 2, N, carries -0.155; number 3, N, carries -0.194; number 4, N, carries -0.290; number 5, N, carries -0.248; number 6, N, carries -0.310; number 7, N, carries -0.078; number 8, N, carries -0.644; number 9, H, carries 0.202; number 10, H, carries 0.401; number 11, H, carries 0.408; number 12, H, carries 0.368; number 13, H, carries 0.394

No. 3
Here is a cluster of 2 separate species, CH5NO in total from the OMol25 dataset. Energies are from the ωB97M-V functional and the def2-TZVPD basis.

Geometry (Å):
1 N -0.81 -1.85 0.01
2 H -0.79 -1.33 -0.85
3 H -0.24 -1.50 0.75
4 H -1.77 -1.87 0.32
5 O 0.94 2.65 -0.68
6 C 0.90 1.63 -0.06
7 H 1.16 1.61 1.01
8 H 0.60 0.67 -0.50

Summary:
SMILES   C=O.N
Multiplicity   1
Energy above the lowest of the compared OMol25 structures with the same formula, charge and spin   0.679 eV
HOMO-LUMO gap   10.95 eV
HOMO level   -10.18 eV

And the natural (NBO) charges, in e, turn out to be: number 1, N, carries -1.079; number 2, H, carries 0.362; number 3, H, carries 0.360; number 4, H, carries 0.359; number 5, O, carries -0.486; number 6, C, carries 0.281; number 7, H, carries 0.103; number 8, H, carries 0.100

No. 4
Here is the molecule CH5NO from the OMol25 dataset. Energies are from the ωB97M-V functional and the def2-TZVPD basis.

Geometry (Å):
1 N 0.18 -0.93 0.22
2 C -0.52 0.36 0.11
3 O 0.29 1.35 -0.56
4 H 0.19 -1.64 -0.58
5 H 1.05 -0.94 0.88
6 H -1.52 0.14 -0.44
7 H -0.73 0.74 1.19
8 H 1.06 0.92 -0.82

Summary:
SMILES   NCO
Multiplicity   1
Energy above the lowest of the compared OMol25 structures with the same formula, charge and spin   0.596 eV
HOMO-LUMO gap   10.64 eV
HOMO level   -9.56 eV

And the natural (NBO) charges, in e, turn out to be: number 1, N, carries -0.921; number 2, C, carries 0.088; number 3, O, carries -0.738; number 4, H, carries 0.391; number 5, H, carries 0.380; number 6, H, carries 0.167; number 7, H, carries 0.165; number 8, H, carries 0.467

- What is the multiplicity in the first record?
  1